(1)
{"formula": "C17H36N3O3PTc", "method": "ωB97M-V/def2-TZVPD", "species": ["Tc", "C", "O", "C", "O", "C", "O", "C", "P", "H", "H", "C", "H", "C", "H", "H", "H", "C", "H", "C", "H", "H", "C", "H", "H", "H", "C", "H", "H", "H", "C", "H", "H", "H", "C", "H", "H", "H", "H", "H", "C", "N", "C", "C", "N", "N", "C", "C", "H", "H", "H", "H", "H", "H", "H", "H", "H", "H", "H", "H", "H"], "positions_angstrom": [[0.02936, 0.25575, -0.31244], [-0.02376, -0.90122, -1.89629], [0.06910, -1.67924, -2.76757], [1.33201, -1.04110, 0.20666], [2.09340, -1.84021, 0.57947], [0.40889, 0.76625, 1.54551], [0.75572, 0.95881, 2.65463], [-1.92899, -2.87027, -0.29518], [-1.69218, -1.19672, 0.47548], [-3.99542, -0.24194, 0.39626], [-1.93674, -2.68599, -1.37942], [-2.26824, -1.47417, 2.21478], [-3.17777, -2.09214, 2.15733], [-3.28397, -3.44474, 0.11303], [-4.08902, -2.70486, 0.02784], [-3.25608, -3.81350, 1.14336], [-3.53839, -4.29620, -0.53212], [-0.79069, -3.87660, -0.06412], [-0.72749, -4.20637, 0.97628], [-2.62513, 1.34834, -0.02753], [0.18778, -3.47978, -0.35504], [-0.98052, -4.77281, -0.67379], [-3.37475, -0.46023, -1.66840], [-1.60185, 1.53675, -0.47553], [-3.34379, 1.98613, -0.54845], [-2.58388, 1.72246, 1.00168], [-3.08251, -0.09812, -0.20355], [-3.99073, 0.32108, -2.13817], [-3.92746, -1.40539, -1.73945], [-2.44116, -0.56329, -2.24960], [-2.65847, -0.17903, 2.92376], [-1.80115, 0.49100, 3.03798], [-3.04159, -0.41654, 3.92422], [-3.45218, 0.35670, 2.39996], [-1.22858, -2.25630, 3.01764], [-0.25425, -1.75503, 3.02425], [-1.08417, -3.27077, 2.63943], [-1.56399, -2.35492, 4.05830], [-2.10118, 2.38037, -1.97800], [-1.37163, 2.57410, -1.89132], [2.99602, 2.40440, -3.25500], [3.40139, 2.37133, -1.86086], [4.72041, 2.92874, -1.56931], [2.61356, 1.78884, -0.95394], [1.39875, 1.42701, -1.34327], [3.02533, 1.58983, 0.37676], [4.20583, 0.77411, 0.67326], [2.88672, 2.71676, 1.30064], [3.81733, 2.76429, -3.86536], [2.12967, 3.05866, -3.39247], [2.72940, 1.39171, -3.57463], [4.65067, 3.66738, -0.76407], [5.41148, 2.13271, -1.27649], [5.09107, 3.41500, -2.47720], [1.24677, 1.64374, -2.31942], [5.14333, 1.35830, 0.73969], [4.02465, 0.31215, 1.65338], [4.32671, -0.03360, -0.06026], [1.86118, 3.09646, 1.23648], [3.06004, 2.33573, 2.31482], [3.60111, 3.53619, 1.09539]], "forces_ev_per_angstrom": [[0.32, -0.68, 0.71], [-0.31, -3.96, -6.52], [-0.32, 3.55, 4.24], [3.34, -3.68, 1.69], [-2.80, 3.12, -1.45], [1.24, 2.39, 6.34], [-1.57, -1.18, -5.11], [0.46, -1.43, -0.13], [-1.07, -1.05, -0.43], [0.40, -0.26, 0.08], [0.05, 0.50, 0.08], [-1.14, -0.04, 2.29], [0.28, 0.25, -0.46], [-0.20, 0.39, 0.44], [0.02, -0.28, 0.01], [-0.09, -0.15, -0.24], [0.18, 0.14, -0.03], [0.09, 0.06, 0.03], [-0.07, -0.02, -0.21], [0.19, -0.45, 0.78], [-0.12, -0.14, -0.07], [0.05, 0.26, 0.14], [0.58, -0.70, -0.19], [-0.76, 0.05, 0.18], [0.38, 0.21, -0.18], [-0.05, -0.34, -0.10], [-0.79, 1.22, 0.08], [0.12, -0.02, 0.29], [0.16, 0.29, -0.04], [-0.56, 0.17, -0.02], [0.22, 0.44, -0.68], [-0.15, -0.02, 0.21], [0.09, -0.11, -0.12], [-0.04, -0.05, 0.25], [0.86, -0.36, -0.84], [-0.06, -0.04, 0.20], [-0.03, 0.14, 0.17], [-0.18, 0.18, -0.10], [1.00, 0.62, -0.67], [-0.63, 0.22, -0.70], [-0.70, -0.19, -0.65], [0.21, -0.72, 1.73], [0.65, 0.24, 0.40], [-0.02, 1.05, -3.47], [-0.34, -0.62, 1.59], [2.77, 1.63, 0.84], [-0.59, -1.47, -0.34], [-1.37, -0.40, 0.68], [-0.06, 0.00, 0.00], [0.12, 0.16, -0.08], [0.15, 0.05, -0.15], [0.10, 0.00, -0.25], [0.03, 0.17, -0.25], [0.00, -0.08, 0.44], [-0.24, 0.03, -0.08], [-0.43, 0.20, 0.10], [0.21, 0.18, 0.06], [0.01, 0.33, 0.04], [0.27, 0.28, -0.10], [0.16, 0.22, -0.19], [-0.03, -0.30, -0.23]], "mulliken_spin": [1.044, -0.008, 0.025, -0.016, 0.020, -0.031, 0.005, 0.084, 0.131, -0.014, 0.019, 0.113, -0.020, 0.018, 0.000, 0.001, 0.021, 0.010, 0.008, 0.042, -0.001, 0.006, 0.044, -0.016, 0.011, 0.002, 0.143, 0.020, 0.003, -0.004, 0.028, -0.002, 0.021, 0.004, 0.052, 0.001, 0.005, 0.030, -0.002, 0.003, 0.007, 0.160, -0.004, -0.028, 0.112, 0.757, 0.006, -0.008, 0.004, 0.005, 0.002, 0.007, 0.008, 0.001, 0.000, 0.051, 0.027, 0.004, 0.015, 0.014, 0.059], "charge": 4, "orbital_gap_ev": [8.94, 4.76], "e_lumo_ev": [-13.85, -17.92], "spin_multiplicity": 4}


(2)
{"formula": "C17H37Cl20NO3Si", "method": "ωB97M-V/def2-TZVPD", "species": ["C", "C", "O", "C", "N", "C", "O", "O", "Si", "C", "C", "C", "H", "H", "H", "H", "H", "H", "H", "H", "H", "H", "H", "H", "H", "H", "H", "H", "H", "Cl", "C", "Cl", "H", "H", "Cl", "C", "Cl", "H", "H", "Cl", "C", "Cl", "H", "H", "Cl", "C", "Cl", "H", "H", "Cl", "C", "Cl", "H", "H", "Cl", "C", "Cl", "H", "H", "Cl", "C", "Cl", "H", "H", "Cl", "C", "Cl", "H", "H", "Cl", "C", "Cl", "H", "H", "Cl", "C", "Cl", "H", "H"], "positions_angstrom": [[3.25568, -0.53947, -0.94602], [2.86936, -2.01257, -1.13942], [3.51679, -2.62596, -2.22631], [1.33535, -2.12835, -1.21271], [0.83681, -3.10685, -2.17875], [-0.54296, -3.28650, -2.13763], [-1.06048, -4.39627, -2.06835], [-1.25382, -2.13965, -2.24556], [-2.16550, -1.57496, -0.91156], [-1.16750, -0.41415, 0.17562], [-3.54079, -0.50901, -1.59645], [-2.91609, -2.93161, 0.11429], [3.89361, -0.43128, -0.07641], [3.75107, -0.12551, -1.82001], [2.38426, 0.07280, -0.74995], [3.16210, -2.51721, -0.22268], [3.87193, -1.94690, -2.79991], [1.00207, -2.42595, -0.21490], [0.85374, -1.18524, -1.43431], [1.24453, -4.02011, -2.04706], [-1.81798, -0.10884, 0.98933], [-0.88734, 0.47527, -0.38130], [-0.29412, -0.86585, 0.63158], [-3.72790, 0.22760, -0.82021], [-4.43062, -1.12565, -1.68319], [-3.26936, -0.03780, -2.52878], [-2.19604, -3.61423, 0.54943], [-3.57591, -3.51504, -0.52372], [-3.52302, -2.45186, 0.87456], [5.53702, 1.77463, 1.13282], [4.26048, 2.96617, 1.40550], [2.65744, 2.27913, 1.10572], [4.32419, 3.30158, 2.43324], [4.39739, 3.79724, 0.72505], [0.37065, 2.66849, 5.47410], [0.62891, 1.64350, 4.05151], [-0.87649, 1.27762, 3.20312], [1.27581, 2.16780, 3.35999], [1.07129, 0.70215, 4.36634], [1.26660, -1.11728, 6.83004], [0.91413, -2.29723, 5.56330], [1.32909, -1.67474, 3.95943], [1.49526, -3.19216, 5.74614], [-0.14647, -2.51690, 5.57933], [-3.64840, 1.45937, 5.41186], [-2.86325, 2.96529, 4.91617], [-4.03771, 4.22974, 4.52689], [-2.23847, 3.31216, 5.72960], [-2.26451, 2.76521, 4.03630], [-3.48127, -1.64532, 4.30747], [-5.00773, -2.52754, 4.17054], [-5.47577, -2.74301, 2.47900], [-4.88460, -3.50529, 4.61904], [-5.78304, -1.96807, 4.67946], [-5.44949, 1.18634, 1.00785], [-7.00938, 0.42488, 0.67338], [-7.33445, 0.29396, -1.05921], [-7.00273, -0.56962, 1.10147], [-7.78647, 1.02996, 1.12352], [-0.47174, 1.27127, -3.33690], [-1.55054, 2.64270, -3.65446], [-2.79373, 2.80046, -2.40933], [-0.95469, 3.54695, -3.67235], [-2.03647, 2.48177, -4.60923], [1.22520, 5.37599, -1.81042], [1.53301, 5.42596, -3.54857], [0.04637, 5.68998, -4.47335], [2.21718, 6.23784, -3.76025], [1.95956, 4.47682, -3.85024], [8.13440, 0.90601, -1.65677], [6.73281, -0.16937, -1.55996], [6.07009, -0.61355, -3.13593], [7.03476, -1.07602, -1.04943], [5.95748, 0.33756, -1.00201], [4.77051, -2.31298, -6.12030], [3.36649, -1.24477, -6.22505], [2.54481, -1.07149, -4.66775], [3.70141, -0.26737, -6.54925], [2.66714, -1.66466, -6.93704]], "forces_ev_per_angstrom": [[-0.07, -0.17, 0.22], [-0.34, 0.60, 0.00], [0.14, -0.41, 0.45], [-0.16, -0.36, -0.17], [-0.57, -0.10, 0.34], [-0.29, -1.30, -0.34], [0.48, 1.39, -0.19], [0.11, -0.20, 0.90], [-0.40, 0.66, -0.20], [-0.01, -0.49, -0.23], [0.45, -0.82, 0.51], [0.25, 0.06, -0.66], [0.32, 0.12, 0.02], [0.03, 0.02, -0.13], [-0.20, 0.12, 0.01], [0.23, -0.46, -0.06], [0.05, 0.05, -0.20], [-0.06, 0.16, 0.22], [0.08, 0.24, -0.19], [0.29, -0.09, -0.13], [-0.24, 0.07, 0.10], [0.15, 0.17, -0.07], [0.21, 0.02, 0.09], [-0.11, 0.26, -0.17], [-0.24, 0.06, -0.32], [-0.12, 0.15, -0.22], [0.10, -0.08, 0.24], [-0.09, -0.15, -0.06], [0.10, 0.02, 0.20], [0.08, 0.12, 0.09], [-0.05, 0.03, -0.03], [-0.03, 0.11, 0.03], [-0.07, -0.07, 0.04], [0.06, -0.04, -0.07], [0.21, -0.05, 0.03], [0.11, -0.01, 0.03], [0.47, -0.49, -0.32], [-0.02, 0.05, 0.07], [-0.12, 0.28, 0.06], [-0.02, 0.00, 0.01], [-0.07, -0.03, 0.05], [0.04, -0.30, -0.13], [0.07, 0.03, -0.01], [-0.03, 0.06, -0.02], [0.05, 0.15, 0.02], [-0.20, 0.26, 0.13], [-0.07, 0.07, -0.01], [-0.13, 0.00, 0.02], [-0.34, 0.21, 0.24], [0.00, -0.15, 0.00], [0.06, -0.01, 0.02], [-0.27, -0.05, 0.13], [0.03, -0.04, -0.04], [0.02, 0.08, -0.04], [-0.04, 0.05, 0.15], [-0.04, -0.01, 0.04], [-0.01, -0.02, 0.01], [0.06, -0.05, -0.02], [0.01, 0.06, -0.03], [0.04, -0.02, -0.06], [0.04, -0.01, 0.07], [0.02, 0.15, -0.02], [-0.10, -0.11, 0.08], [-0.02, -0.06, 0.01], [0.02, -0.03, 0.02], [0.06, -0.05, -0.01], [0.09, 0.17, -0.09], [-0.04, 0.06, 0.02], [-0.05, -0.04, 0.01], [-0.07, -0.04, -0.08], [-0.03, -0.08, 0.19], [0.25, 0.08, -0.20], [0.04, -0.04, -0.07], [-0.01, 0.04, -0.06], [0.02, 0.01, 0.01], [-0.02, 0.09, -0.03], [-0.13, 0.12, -0.27], [0.05, 0.01, 0.04], [-0.03, -0.06, 0.04]], "lowdin_charge": [-0.064, -0.398, -0.083, -0.156, 0.087, -0.597, 0.078, -0.076, 0.461, -0.177, -0.177, -0.162, 0.045, 0.041, 0.041, 0.132, -0.054, 0.120, 0.085, 0.138, -0.006, 0.019, 0.011, -0.034, 0.025, -0.001, 0.039, 0.045, -0.041, 0.564, -0.968, 0.572, 0.030, 0.028, 0.560, -0.985, 0.605, -0.040, -0.071, 0.526, -0.986, 0.543, 0.026, 0.020, 0.475, -1.098, 0.503, -0.018, -0.095, 0.488, -0.985, 0.561, 0.025, 0.028, 0.528, -1.011, 0.516, -0.014, 0.024, 0.527, -1.007, 0.544, -0.069, 0.031, 0.509, -1.005, 0.541, 0.023, 0.026, 0.515, -1.027, 0.562, 0.037, -0.063, 0.515, -0.990, 0.586, 0.025, 0.026], "smiles": "C[C@H](O)CNC(=O)O[Si](C)(C)C.ClCCl.ClCCl.ClCCl.ClCCl.ClCCl.ClCCl.ClCCl.ClCCl.ClCCl.ClCCl", "orbital_gap_ev": 9.42, "e_lumo_ev": 0.12, "spin_multiplicity": 1}


(3)
{"formula": "C17H38B3FN2O12", "method": "ωB97M-V/def2-TZVPD", "species": ["C", "C", "O", "C", "B", "O", "B", "N", "O", "B", "C", "O", "N", "C", "O", "F", "O", "H", "H", "H", "H", "H", "H", "H", "H", "H", "H", "C", "O", "C", "C", "O", "C", "C", "O", "C", "H", "H", "H", "H", "H", "H", "H", "H", "H", "H", "H", "H", "H", "H", "C", "O", "C", "C", "O", "C", "C", "O", "C", "H", "H", "H", "H", "H", "H", "H", "H", "H", "H", "H", "H", "H", "H"], "positions_angstrom": [[6.69076, -1.88308, -1.67098], [6.79284, -0.31106, -2.06770], [8.15218, -0.00420, -2.53139], [5.70022, 0.12550, -3.14207], [4.38565, 0.83892, -2.49123], [4.61076, 1.68604, -1.32459], [3.61045, 1.19416, -0.38597], [3.92023, 0.42988, 0.85263], [2.22598, 1.46997, -0.79158], [2.07174, 0.61719, -1.95539], [0.76517, -0.36929, -1.91767], [0.75324, -1.23202, -1.00147], [-0.38630, -0.28205, -2.83521], [-1.38336, -1.21645, -2.25145], [-2.28890, -0.85368, -1.47775], [-1.23433, -2.58381, -2.57842], [3.03422, 0.63559, -3.01899], [7.19133, -1.97150, -0.64128], [7.19848, -2.55790, -2.42723], [5.57892, -2.08711, -1.52979], [6.70170, 0.24253, -1.06287], [8.70710, -0.66601, -2.05957], [5.38882, -0.78976, -3.76731], [6.24115, 0.81596, -3.88879], [3.18379, 0.65830, 1.55018], [3.70746, -0.56164, 0.61493], [-0.79461, 0.65757, -2.65355], [-4.86871, 6.91458, 0.09342], [-4.26414, 5.75086, -0.43321], [-3.99994, 5.86947, -1.82702], [-2.98839, 4.81901, -2.26623], [-1.63942, 5.18934, -1.97805], [-1.25178, 5.10076, -0.60604], [-1.04967, 3.66634, -0.13614], [-2.29970, 3.06528, 0.17901], [-2.20876, 1.65441, 0.23705], [-5.82089, 7.11571, -0.40710], [-5.05556, 6.75309, 1.15576], [-4.19922, 7.77490, -0.01298], [-3.61318, 6.86903, -2.05548], [-4.94527, 5.71148, -2.35978], [-3.03771, 4.73939, -3.35596], [-3.22173, 3.83207, -1.86266], [-1.94424, 5.64793, 0.03545], [-0.28716, 5.61266, -0.54700], [-0.43867, 3.66181, 0.77430], [-0.53991, 3.09193, -0.91997], [-1.92247, 1.25256, -0.73769], [-3.19186, 1.25876, 0.49562], [-1.48842, 1.34453, 1.00105], [-3.84568, -3.57538, 0.60134], [-2.73698, -4.16039, 1.25413], [-1.49967, -3.71856, 0.70406], [-0.35994, -4.01077, 1.67080], [-0.24620, -3.03656, 2.70988], [-1.23696, -3.10581, 3.73573], [-1.02634, -4.27399, 4.69050], [-1.53178, -5.47777, 4.12332], [-1.02316, -6.62545, 4.77343], [-3.84664, -3.83093, -0.46269], [-4.75687, -3.96360, 1.05871], [-3.83252, -2.48745, 0.72596], [-1.54027, -2.64487, 0.49066], [-1.33836, -4.26836, -0.23062], [0.57870, -3.94675, 1.11319], [-0.41969, -5.02032, 2.08123], [-2.24295, -3.09891, 3.31307], [-1.12274, -2.18033, 4.30736], [-1.57461, -4.08864, 5.62201], [0.04255, -4.37907, 4.91147], [0.06495, -6.67716, 4.65948], [-1.46036, -7.50627, 4.30081], [-1.29241, -6.62068, 5.83437]], "forces_ev_per_angstrom": [[-0.15, 1.55, 0.56], [0.25, -0.69, 1.07], [-0.84, -1.18, 0.50], [0.40, -0.34, -0.54], [0.84, 1.03, -0.24], [-2.39, -3.26, -0.21], [0.09, 1.57, -0.19], [-1.25, 0.40, -0.99], [1.58, -2.78, -1.58], [0.32, 2.07, -0.14], [-0.34, -1.96, 1.76], [0.36, 2.42, -2.87], [-0.31, -1.26, 2.37], [-2.73, 0.17, 2.54], [3.59, -1.91, -3.73], [0.05, 3.41, 0.32], [0.41, -0.49, 3.22], [-0.65, -0.18, -1.53], [-0.85, 0.80, 0.82], [1.47, -0.20, -0.28], [-0.39, -0.55, -1.64], [-0.34, 0.84, -0.58], [0.45, 1.30, 0.89], [-0.92, -0.75, 1.13], [0.57, -0.26, -0.54], [0.48, 0.61, 0.37], [0.22, -0.59, -0.59], [0.08, -0.24, -0.01], [0.18, 0.17, 0.00], [-0.10, -0.49, 0.39], [0.11, 0.32, -0.14], [-0.18, -0.12, 0.20], [0.25, -0.15, -0.25], [-0.60, 0.20, 0.35], [0.07, -0.02, -0.21], [-0.05, 0.41, 0.11], [-0.03, 0.13, -0.01], [0.02, -0.09, -0.10], [-0.09, 0.10, -0.06], [0.02, -0.01, -0.08], [0.02, 0.10, -0.21], [0.05, 0.11, 0.04], [-0.12, 0.12, 0.21], [-0.11, -0.23, 0.06], [-0.02, -0.07, -0.09], [0.25, 0.00, -0.08], [0.09, 0.04, -0.02], [0.06, -0.02, 0.12], [0.08, 0.08, -0.05], [0.08, -0.13, -0.04], [0.12, -0.13, 0.16], [-0.03, 0.20, 0.11], [-0.16, -0.49, 0.30], [0.03, 0.35, -0.17], [-0.20, -0.20, 0.05], [0.36, 0.02, 0.08], [-0.49, -0.14, -0.32], [0.24, -0.04, -0.03], [-0.17, 0.17, -0.20], [-0.04, 0.12, -0.08], [0.13, -0.06, 0.01], [-0.01, 0.04, -0.17], [0.09, 0.00, -0.01], [0.16, 0.14, -0.13], [-0.06, 0.12, 0.02], [-0.25, 0.02, -0.03], [-0.01, -0.26, 0.03], [0.10, -0.06, -0.02], [0.12, 0.14, 0.13], [0.01, 0.07, 0.01], [0.05, -0.02, 0.15], [-0.04, 0.13, 0.01], [0.10, -0.06, 0.08]], "lowdin_charge": [-0.057, -0.391, -0.087, -0.015, -0.365, 0.220, -0.532, 0.170, 0.213, -0.335, -0.204, 0.089, 0.158, -0.364, 0.100, 0.071, 0.234, 0.089, 0.089, 0.083, 0.144, 0.087, 0.127, 0.136, 0.096, 0.100, 0.139, -0.111, -0.205, -0.198, -0.177, -0.136, -0.172, -0.194, -0.197, -0.096, 0.086, 0.089, 0.087, 0.128, 0.126, 0.125, 0.120, 0.121, 0.126, 0.128, 0.118, 0.049, 0.096, 0.097, -0.106, -0.201, -0.196, -0.169, -0.137, -0.176, -0.200, -0.205, -0.112, 0.088, 0.087, 0.084, 0.112, 0.126, 0.124, 0.120, 0.121, 0.125, 0.125, 0.127, 0.087, 0.088, 0.086], "smiles": "C[C@@H](O)CB1OB(N)OB(C(=O)NC(=O)F)O1.COCCOCCOC.COCCOCCOC", "orbital_gap_ev": 8.67, "e_lumo_ev": -0.42, "spin_multiplicity": 1}